#P
Here is a 2-piece molecular cluster, C6H13NS overall from the Open Molecules 2025 dataset. Energies are from the ωB97M-V functional and the def2-TZVPD basis.

Cartesian coordinates (Å):
1 H -1.313 -1.980 -2.193
2 H 1.009 1.297 1.623
3 H -1.322 -0.258 -2.734
4 H -1.699 -1.717 1.934
5 C -0.435 2.875 -1.079
6 H 0.019 -2.266 2.159
7 C -0.831 -1.041 -2.067
8 H -0.662 -2.474 0.659
9 C -0.641 -1.804 1.509
10 H -1.572 3.057 -0.844
11 H -0.360 2.564 -2.191
12 C 1.515 -0.683 0.622
13 H 2.053 -0.170 -0.112
14 H 2.100 -1.562 0.721
15 C 1.021 0.237 1.740
16 C 0.062 -0.654 0.936
17 H 0.288 -1.006 -1.995
18 N 0.154 1.617 -0.479
19 S -0.881 0.496 -0.099
20 H 0.280 3.564 -0.878
21 H 1.214 -0.093 2.768

Output
HOMO (alpha / beta)   -7.5 / -7.3 eV
E_LUMO (alpha / beta)   0.38 / 0.46 eV

Charges in e, computed with Mulliken, in the same order as the atoms: H 0.34; H 0.33; H 0.25; H 0.26; C -0.75; H 0.44; C -0.96; H 0.33; C -1.40; H 0.25; H 0.24; C -0.90; H 0.33; H 0.31; C -0.90; C 1.17; H 0.28; N -0.31; S 0.10; H 0.34; H 0.25

***

#Q
Here is an isolated molecule of C6H13NS from the Open Molecules 2025 dataset. Energies are from the ωB97M-V functional and the def2-TZVPD basis.

Cartesian coordinates (Å):
1 C 1.397 0.189 0.769
2 H -1.800 1.115 0.752
3 C -1.048 -1.825 -0.524
4 H -0.351 -1.661 -1.350
5 H 1.810 2.027 -0.323
6 C 0.222 -0.677 1.275
7 N -1.005 -0.750 0.452
8 C 0.935 1.566 0.218
9 H -0.751 -2.740 -0.041
10 H -0.171 -0.372 2.242
11 S 2.366 -0.799 -0.430
12 H -0.590 2.344 -1.104
13 H -2.147 0.456 -0.912
14 H 2.082 0.288 1.599
15 C -0.190 1.371 -0.784
16 H 0.054 0.854 -1.684
17 C -1.338 0.569 -0.131
18 H 1.513 -0.595 -1.469
19 H 0.511 2.200 0.985
20 H -2.035 -1.903 -0.950
21 H 0.537 -1.657 1.409

Output
HOMO   -8.1 eV
E_LUMO   0.87 eV

Charges in e, computed with Mulliken, in the same order as the atoms: C 0.01; H 0.31; C -0.81; H 0.29; H 0.26; C -1.18; N 0.02; C -0.70; H 0.30; H 0.36; S -0.14; H 0.34; H 0.35; H 0.34; C -0.62; H 0.33; C -0.75; H 0.05; H 0.37; H 0.32; H 0.53

***

The structure with the most favorable energy is #Q; the runner-up is 473.2 kJ/mol above it.

***

#P
Here is C6H9F as an isolated structure from the Open Molecules 2025 dataset. Energies are from the ωB97M-V functional and the def2-TZVPD basis.

Cartesian coordinates (Å):
1 H 2.354 -0.646 0.287
2 H -3.161 1.825 2.080
3 C -0.326 -0.703 -0.877
4 C 0.971 0.078 -1.018
5 H 0.377 -0.428 1.128
6 F -0.415 -1.996 -0.623
7 H -2.265 0.232 2.192
8 H 3.127 -0.243 -1.228
9 H 2.312 -1.737 -1.022
10 H 0.917 0.859 -1.790
11 C -0.028 0.127 0.255
12 C 2.299 -0.678 -0.771
13 H -0.646 1.091 0.499
14 H -1.148 -0.460 -1.515
15 C -1.887 1.572 0.681
16 C -2.480 1.106 1.721

Output
HOMO   -9.3 eV
E_LUMO   0.32 eV

Charges in e, computed with Mulliken, in the same order as the atoms: H 0.35; H 0.31; C 0.24; C -0.10; H 0.43; F -0.32; H 0.32; H 0.36; H 0.29; H 0.41; C -0.35; C -1.25; H 0.30; H 0.41; C -0.83; C -0.56

***

#Q
Here is a 2-piece molecular cluster, C6H9F overall from the Open Molecules 2025 dataset. Energies are from the ωB97M-V functional and the def2-TZVPD basis.

Cartesian coordinates (Å):
1 H -1.658 1.205 -0.099
2 C 0.775 -1.060 -0.836
3 C 0.314 -2.134 -1.469
4 H -0.647 -2.557 -1.176
5 C 0.779 0.486 1.161
6 F -1.039 -0.923 0.617
7 C 0.297 0.943 2.310
8 H 0.886 1.502 3.102
9 H 0.750 -2.500 -2.339
10 H -1.668 0.931 -1.846
11 H -0.405 2.102 -1.063
12 H -0.769 0.873 2.720
13 C -1.251 1.320 -1.005
14 C 0.123 -0.361 0.247
15 H 1.683 -0.540 -1.172
16 H 1.831 0.712 0.847

Output
HOMO (alpha / beta)   -7.5 / -8.3 eV
E_LUMO (alpha / beta)   0.33 / -0.45 eV

Charges in e, computed with Mulliken, in the same order as the atoms: H 0.36; C -0.19; C -0.77; H 0.25; C 0.06; F -0.28; C -0.76; H 0.24; H 0.32; H 0.39; H 0.26; H 0.22; C -0.98; C 0.47; H 0.20; H 0.20

***

The structure with the most favorable energy is #Q; the runner-up is 159.6 kJ/mol above it.

***

#P
Here is a 2-piece molecular cluster, C9H14OS overall from the Open Molecules 2025 dataset. Energies are from the ωB97M-V functional and the def2-TZVPD basis.

Cartesian coordinates (Å):
1 H 1.579 0.426 -0.003
2 C -0.434 -1.812 3.106
3 C 1.197 -2.959 1.195
4 H -0.538 -1.117 3.933
5 H 1.494 -3.936 1.578
6 H -0.609 -2.836 3.434
7 H 1.634 3.622 -1.919
8 H 2.520 2.666 -0.763
9 H 0.170 -3.049 0.835
10 H -0.607 3.141 -2.466
11 C -1.691 0.378 -0.827
12 H -3.493 -0.195 -1.224
13 C 0.669 0.722 -0.505
14 S 1.218 -1.645 2.437
15 C 1.899 2.597 -1.657
16 C -1.729 1.484 -1.663
17 H -1.192 -1.559 2.361
18 C -0.493 0.002 -0.250
19 H -0.472 -0.882 0.367
20 H -2.687 1.821 -2.047
21 C -0.580 2.201 -1.931
22 C 0.636 1.830 -1.350
23 H 2.475 2.136 -2.458
24 O -2.817 -0.353 -0.559
25 H 1.850 -2.683 0.371

Output
HOMO   -8.4 eV
E_LUMO   0.83 eV

Charges in e, computed with Mulliken, in the same order as the atoms: H 0.34; C -0.70; C -0.84; H 0.32; H 0.34; H 0.29; H 0.37; H 0.36; H 0.27; H 0.31; C 0.40; H 0.29; C -0.39; S -0.09; C -1.37; C -0.54; H 0.19; C 0.20; H 0.01; H 0.30; C -0.76; C 0.65; H 0.28; O -0.54; H 0.31

***

#Q
Here is a 2-piece molecular cluster, C9H14OS overall from the Open Molecules 2025 dataset. Energies are from the ωB97M-V functional and the def2-TZVPD basis.

Cartesian coordinates (Å):
1 H 2.149 0.748 -1.533
2 C 1.420 1.549 -1.380
3 C -1.256 -1.117 -1.262
4 C 2.553 -0.406 1.346
5 O -3.573 -1.091 -0.971
6 C -1.022 1.606 -0.787
7 H -3.137 1.504 -0.334
8 H -0.333 -0.248 2.648
9 H 1.846 -0.578 0.542
10 C -0.060 -0.419 -1.512
11 H -1.358 -2.188 -1.341
12 H 0.735 -1.125 -1.728
13 H -0.220 -1.854 3.355
14 H -0.965 2.636 -0.459
15 H 3.473 -0.911 1.024
16 H 2.832 0.643 1.362
17 C -2.262 0.988 -0.718
18 C 0.227 -1.173 2.629
19 C -2.412 -0.381 -1.011
20 C 0.056 0.941 -1.370
21 H 1.598 2.165 -2.283
22 H -4.162 -0.789 -0.305
23 H 0.070 -1.731 1.701
24 S 2.019 -0.984 2.987
25 H 1.782 2.216 -0.601

Output
HOMO   -8.5 eV
E_LUMO   0.68 eV

Charges in e, computed with Mulliken, in the same order as the atoms: H 0.37; C -1.47; C -0.57; C -0.22; O -0.53; C -0.66; H 0.31; H 0.28; H -0.34; C -0.40; H 0.42; H 0.38; H 0.37; H 0.41; H 0.39; H 0.26; C -0.45; C -0.78; C 0.46; C 0.68; H 0.37; H 0.31; H 0.18; S -0.12; H 0.35

***

The structure with the most favorable energy is #P; the runner-up is 61.0 kJ/mol above it.